[1]
C10H22BrFN3O4 | wB97M-V/def2-TZVPD

```
41
Properties=species:S:1:pos:R:3:forces:R:3
F -2.349 2.332 0.223 -0.721 -2.690 0.457
C -2.994 1.059 0.618 -1.891 -1.092 1.289
C -2.046 0.015 1.444 0.707 0.840 0.692
C -0.792 -0.626 0.625 -0.062 -0.518 0.446
C -0.754 -0.348 -0.983 2.074 -1.468 -0.366
C -0.024 -1.693 -1.660 -1.177 -0.356 -0.436
C 0.354 -1.386 -3.245 0.392 -0.781 0.904
C -0.140 0.099 -3.747 -0.240 -1.661 -2.774
N 0.305 1.230 -2.847 0.740 0.815 -0.373
C 0.257 0.916 -1.363 -1.081 0.476 2.308
Br 2.182 0.565 -0.813 -1.547 0.190 -0.454
H -3.529 0.503 -0.293 1.535 1.654 1.589
H -3.889 1.350 1.351 2.093 -0.380 -1.662
H -1.585 0.618 2.364 -1.146 -1.324 -1.932
H -2.658 -0.881 1.938 0.908 2.261 -1.328
H -0.858 -1.809 0.770 0.192 2.598 -0.462
H 0.209 -0.310 1.185 -2.093 -0.628 -1.663
H -1.792 -0.265 -1.514 1.921 0.283 1.206
H -0.797 -2.603 -1.676 1.528 2.163 0.271
H 0.891 -2.077 -1.025 -1.765 1.138 -1.382
H 1.532 -1.552 -3.324 -2.595 0.753 -0.230
H -0.172 -2.232 -3.895 1.172 2.205 1.150
H -1.303 0.165 -3.965 2.498 -0.166 0.876
H 0.383 0.277 -4.805 -1.214 -0.224 2.343
H -0.211 2.145 -3.014 0.461 -1.521 0.053
H 1.316 1.450 -3.097 -1.360 -0.306 0.539
H -0.043 1.922 -0.809 0.652 -2.270 -1.164
C 2.545 -3.418 2.409 0.292 0.089 -0.181
N 1.329 -2.801 3.004 -0.925 0.096 0.622
O 1.151 -1.594 2.805 0.031 -1.492 0.406
O 0.586 -3.547 3.653 1.058 1.392 -1.073
H 3.102 -2.649 1.869 -0.220 -0.109 0.200
H 3.143 -3.823 3.228 -0.201 -0.041 -0.162
H 2.217 -4.206 1.729 0.036 0.035 0.263
C 0.081 3.407 2.172 -0.303 0.246 -0.003
N 1.338 3.189 1.407 0.990 -0.322 -0.032
O 1.421 3.718 0.292 0.092 -0.809 1.108
O 2.205 2.492 1.946 -1.279 1.154 -1.074
H -0.589 4.035 1.580 0.247 -0.190 0.080
H -0.368 2.429 2.355 0.193 0.191 0.067
H 0.347 3.903 3.108 0.008 -0.230 -0.118
```
Forces are in eV/Å.

Energy = -96131.3249 eV
Total charge = +1
HOMO-LUMO gap = 10.48 eV
F_max = 3.24 eV/A


[2]
C10H22F3O4PS3Si | wB97M-V/def2-TZVPD

```
44
Properties=species:S:1:pos:R:3:forces:R:3
C -3.031 2.116 0.524 -0.626 0.596 1.279
Si -1.930 2.210 -1.053 -0.792 0.140 1.971
P -3.244 2.003 -2.800 -1.253 -0.548 -1.686
S -3.893 3.770 -3.294 0.118 0.451 0.052
C -0.497 0.927 -1.129 2.526 -1.463 0.547
F 0.744 1.521 -0.510 -3.598 -2.220 -2.131
F -0.767 -0.315 -0.327 1.165 3.331 -2.932
F -0.193 0.649 -2.561 -0.429 0.121 4.399
H -2.591 1.407 1.357 -1.045 1.323 -1.756
H -3.066 3.215 0.983 0.130 -2.380 -0.983
H -4.146 1.847 0.260 2.289 0.281 0.604
H -1.337 3.539 -1.095 0.363 0.043 -0.341
H -2.525 1.326 -3.886 -0.673 0.113 0.999
H -4.432 1.207 -2.462 1.416 -0.034 -0.183
O -4.790 -5.054 0.267 0.121 0.543 -0.094
S -3.907 -3.907 0.243 -0.330 0.217 0.043
O -4.376 -2.573 -0.075 -0.142 -0.528 0.015
C -3.015 -3.848 1.785 0.242 -0.004 0.519
C -1.779 -4.700 1.537 0.133 -0.237 0.097
C -1.285 -4.315 0.143 0.381 0.092 0.002
C -2.498 -4.295 -0.785 0.480 -0.131 -0.524
H -3.642 -4.227 2.594 -0.087 0.104 -0.201
H -2.744 -2.806 1.975 -0.105 -0.112 -0.073
H -1.014 -4.530 2.300 -0.131 -0.040 -0.097
H -2.046 -5.763 1.554 0.009 0.144 0.050
H -0.832 -3.317 0.179 -0.069 -0.132 -0.002
H -0.521 -5.009 -0.221 -0.124 0.131 0.032
H -2.397 -3.535 -1.564 -0.224 -0.143 0.112
H -2.671 -5.274 -1.240 -0.125 0.169 0.103
O 4.346 2.049 2.892 -0.204 0.403 -0.149
S 4.048 2.953 1.801 -0.132 0.319 0.168
O 3.315 4.188 1.995 0.215 -0.532 0.265
C 5.565 3.315 0.938 0.537 0.113 -0.216
C 5.671 2.218 -0.111 0.176 -0.200 -0.089
C 4.266 2.062 -0.692 -0.008 -0.003 -0.354
C 3.288 2.020 0.481 -0.339 -0.211 -0.368
H 6.401 3.322 1.639 -0.222 0.056 0.057
H 5.457 4.298 0.470 -0.042 -0.109 0.131
H 6.404 2.470 -0.883 -0.081 -0.044 0.132
H 5.983 1.278 0.359 0.003 0.143 -0.037
H 4.039 2.924 -1.331 0.034 -0.117 0.090
H 4.181 1.163 -1.310 -0.025 0.156 0.090
H 2.328 2.474 0.220 0.451 -0.022 0.382
H 3.132 0.997 0.835 0.018 0.217 0.077
```
Forces are in eV/Å.

Energy = -76738.9506 eV
SMILES = C[Si@H]([PH2]=S)C(F)(F)F.O=S1(=O)CCCC1.O=S1(=O)CCCC1
HOMO-LUMO gap = 8.93 eV
F_max = 4.73 eV/A


[3]
C10H22IO4P2Pm | wB97M-V/def2-TZVPD

```
40
Properties=species:S:1:pos:R:3:forces:R:3
C -4.103 -3.835 -3.205 -0.263 0.908 -0.338
C -2.971 -3.640 -2.211 1.551 -4.833 1.908
H -4.347 -4.907 -3.313 0.590 0.371 0.493
H -3.805 -3.460 -4.196 -0.106 0.170 0.428
H -5.009 -3.321 -2.851 0.431 0.105 -0.167
O -2.381 -4.464 -1.594 -1.773 3.595 -1.974
I -2.052 -1.346 -1.635 -0.166 0.080 -0.153
Pm -0.154 1.097 -0.214 0.593 0.929 0.239
P -1.185 0.549 2.430 -1.392 1.080 1.078
C -0.863 0.229 4.192 0.925 -0.625 0.756
C -1.788 2.298 2.617 0.341 -0.427 -0.442
H -2.580 2.246 3.381 0.278 0.373 -0.310
H -3.477 0.071 2.978 0.059 -0.245 -0.317
H -2.207 2.644 1.661 -0.124 0.155 0.279
H -3.166 -0.065 1.191 -0.257 0.105 0.170
H -0.035 0.842 4.593 -0.397 -0.094 -0.354
H -0.959 2.963 2.899 -0.363 -0.135 0.052
C -2.793 -0.282 2.196 0.324 -0.223 -0.289
H -1.771 0.439 4.797 0.432 -0.078 -0.585
H -2.644 -1.364 2.229 -0.163 0.065 0.205
H -0.558 -0.818 4.374 -0.259 0.366 -0.160
P 2.283 0.154 -1.448 0.648 0.969 -1.553
C 4.009 -0.351 -1.245 0.807 -0.589 0.921
C 1.751 -0.836 -2.881 -0.168 -0.164 0.339
H 1.632 2.191 -2.656 0.301 0.070 -0.161
H 3.206 1.491 -3.204 -0.237 0.445 0.263
H 3.090 2.485 -1.669 -0.086 -0.244 -0.333
C 2.591 1.762 -2.330 -0.315 -0.320 0.409
H 0.737 -0.545 -3.168 0.162 0.052 -0.266
H 2.476 -0.657 -3.685 -0.341 -0.267 0.052
H 4.538 -0.325 -2.219 -0.475 0.044 0.421
H 4.097 -1.369 -0.828 -0.126 0.297 -0.262
H 1.692 -1.888 -2.592 0.176 0.005 -0.208
H 4.560 0.296 -0.538 -0.373 -0.088 -0.347
C 1.335 -0.085 1.242 4.216 -0.929 3.397
O 2.206 -0.275 1.990 -3.431 0.438 -2.807
O 2.496 4.185 1.646 -1.142 -2.962 -1.345
C 2.210 3.060 1.256 0.829 2.204 1.117
O 1.157 2.680 0.502 -1.148 -0.944 -0.360
H 2.782 2.152 1.506 0.439 0.341 0.202
```
Forces are in eV/Å.

Energy = -62134.3540 eV
Total charge = +2
HOMO-LUMO gap (alpha / beta) = 7.87 / 7.97 eV
Multiplicity = 5
Expectation value of S² = 6.01
F_max = 5.49 eV/A


[4]
C10H22MnN4O4 | wB97M-V/def2-TZVPD

```
41
Properties=species:S:1:pos:R:3:forces:R:3
Mn 0.499 0.470 0.735 -2.796 -0.178 -0.366
C 2.668 -3.107 -0.836 -0.200 0.106 0.010
C 2.104 -1.843 -0.259 -0.900 -0.396 -0.610
N 0.795 -1.556 -0.260 0.383 -0.078 0.184
O -0.023 -2.443 -1.018 0.638 0.223 0.143
C 2.901 -0.894 0.388 0.264 0.410 0.473
C 4.275 -1.144 0.928 -0.285 -0.088 0.143
N 2.322 0.334 0.551 1.610 -0.252 -1.635
O 2.064 0.855 1.736 0.919 0.415 1.210
H 2.058 -3.438 -1.673 0.043 -0.064 -0.031
H 2.664 -3.899 -0.086 0.005 -0.064 0.014
H 3.690 -2.946 -1.166 0.090 -0.038 -0.024
H -0.837 -2.505 -0.499 0.106 0.180 0.064
H 4.370 -2.169 1.280 0.120 -0.060 0.052
H 4.445 -0.466 1.765 0.031 -0.035 -0.011
H 5.053 -0.965 0.181 -0.029 0.023 -0.035
C -1.003 4.647 -2.794 -0.087 0.067 -0.253
O -0.618 4.240 -1.493 0.118 -0.131 0.232
C -0.371 2.962 -1.194 0.001 -0.470 0.204
O -0.075 2.652 -0.062 0.129 0.145 0.137
N -0.501 2.025 -2.185 0.021 -0.127 -0.460
N -0.167 0.706 -1.842 0.158 0.027 -0.027
H -1.137 5.725 -2.727 -0.004 -0.105 -0.064
H -1.946 4.187 -3.097 0.023 -0.006 0.030
H -0.224 4.435 -3.531 0.001 0.008 0.031
H -0.577 2.275 -3.164 0.038 -0.005 0.358
H 0.722 0.409 -2.249 -0.265 0.186 0.111
H -0.900 0.055 -2.109 0.101 0.173 0.069
C -2.884 -0.741 0.515 0.278 -0.259 0.242
C -2.113 -0.962 1.817 -0.054 0.369 0.109
C -3.090 -1.046 2.994 0.182 -0.274 -0.281
C -1.097 0.157 2.037 -0.019 0.152 0.123
H -3.517 -1.595 0.276 -0.152 -0.040 -0.111
H -2.178 -0.573 -0.300 -0.047 0.006 -0.159
H -3.511 0.144 0.605 -0.086 0.135 -0.046
H -1.578 -1.921 1.758 -0.008 -0.052 -0.046
H -3.637 -0.111 3.090 -0.088 0.149 0.007
H -2.549 -1.217 3.921 0.037 -0.014 0.130
H -3.803 -1.856 2.858 -0.217 -0.135 0.049
H -0.644 0.003 3.032 -0.080 0.205 -0.150
H -1.649 1.113 2.079 0.021 -0.105 0.184
```
Forces are in eV/Å.

Energy = -56192.3914 eV
HOMO-LUMO gap (alpha / beta) = 6.57 / 7.58 eV
Multiplicity = 6
ΔE to the lowest compared entry with this formula, charge and spin = 40.57 kcal/mol
Expectation value of S² = 8.94
F_max = 2.83 eV/A


[5]
C10H22N2O3 | wB97M-V/def2-TZVPD

```
37
Properties=species:S:1:pos:R:3:forces:R:3
C 4.497 1.895 2.802 -0.059 -5.895 -0.980
C 3.131 1.371 2.079 2.308 -0.425 3.414
C 3.321 0.445 0.920 8.255 0.527 0.671
C 2.185 0.131 0.136 -0.679 2.325 -0.873
C 1.402 -0.846 0.825 -1.558 2.409 7.757
O 0.330 -1.130 0.121 -3.604 -1.596 -2.937
C -0.673 -1.759 0.756 -1.729 -10.279 1.646
C -1.966 -1.279 1.215 0.306 7.156 1.175
C -2.659 -0.567 0.060 -1.016 4.913 4.629
H -3.707 -0.157 0.307 1.517 -0.710 0.468
H -2.929 -1.265 -0.554 -0.836 -4.068 -4.478
C -1.896 0.625 -0.432 -1.969 3.792 -4.081
C -1.680 0.558 -2.234 -3.390 1.099 7.083
O -2.484 1.262 -2.810 1.707 -0.977 -1.586
N -0.817 -0.427 -2.437 -1.641 2.567 -5.017
H -0.239 -0.615 -1.677 2.032 -0.579 0.855
N -0.450 -0.405 -3.893 -0.666 -8.204 2.316
H -0.745 0.439 -4.262 -1.490 1.773 -0.901
H -1.139 -1.386 -4.137 2.650 4.459 -0.335
H -2.546 1.758 -0.281 2.142 -3.624 -0.397
H -0.900 0.743 -0.107 0.849 0.187 0.918
O -1.726 -0.132 2.430 -2.042 -6.953 0.752
H -1.461 0.574 1.984 1.795 5.052 -3.007
H -2.725 -1.739 1.751 -0.340 -2.508 0.835
H -0.373 -2.764 1.749 0.189 3.388 -2.662
H -1.156 -2.749 0.016 1.610 2.785 1.378
H 0.948 -0.166 1.713 1.032 -1.358 -0.936
H 1.749 -1.705 1.494 0.581 0.691 -1.699
H 1.715 1.189 -0.040 -0.132 -2.223 0.058
H 2.432 -0.297 -0.762 0.961 -0.586 -2.720
H 3.957 -0.475 1.315 -1.565 1.367 -0.769
H 4.216 0.956 0.229 -2.318 -1.023 1.429
H 2.608 0.844 2.928 -0.178 0.943 -1.025
H 2.770 2.302 1.792 -1.882 1.360 -0.618
H 4.438 2.468 3.659 -0.798 1.792 1.313
H 4.992 0.919 3.267 -0.686 1.698 -1.096
H 5.186 2.231 2.070 0.645 0.724 -0.581
```
Forces are in eV/Å.

Energy = -19839.0233 eV
HOMO-LUMO gap = 9.48 eV
ΔE to the lowest compared entry with this formula, charge and spin = 235.25 kcal/mol
F_max = 10.55 eV/A


Q: Which value of F_max does entry 1 give?
A: 3.24 eV/A


Q: What is the F_max in the fifth record?
A: 10.55 eV/A


Q: Look up the F_max of the second one.
A: 4.73 eV/A